# 1
DFT (the ωB97M-V functional and the def2-TZVPD basis) results for a structure of composition C41H42F6N5O3PtS.

Geometry as ORCA input:
```
! wB97M-V def2-TZVPD RIJCOSX def2/J DEFGRID3
* xyz 3 1
Pt -0.2419 0.5567 -1.0084
F 0.0194 -2.5643 5.2228
C -0.0086 -3.2191 4.0483
C -0.1718 -2.4618 2.9251
C -0.2313 -3.0434 1.6553
C -0.4051 -2.2095 0.4752
O -0.4839 -0.9649 0.6072
C -0.4539 -2.9245 -0.7601
C -0.3173 -4.2937 -0.7692
N -0.1023 -5.0394 0.3169
C 0.2140 -6.4483 0.1328
C 1.1744 -6.7854 -0.9706
C 1.6075 -6.9110 0.4538
C -0.0826 -4.4374 1.5662
C 0.0926 -5.1915 2.7280
C 0.1006 -4.6306 4.0024
N 0.2501 -5.4340 5.1320
C -0.3622 -6.7539 5.1880
C 0.6018 -7.7452 5.8569
N 1.4124 -7.0252 6.8934
C 0.5980 -5.9417 7.5142
C 0.3651 -4.8431 6.4733
C -0.4630 -2.2551 -2.0999
O -0.0236 -2.9529 -3.0635
O -0.8558 -1.0589 -2.2260
H -0.2696 -1.3899 3.0211
H -0.3607 -4.8112 -1.7165
H -0.6263 -7.1071 0.3137
H 1.5960 -5.9666 -1.5362
H 1.0018 -7.6739 -1.5587
H 2.2965 -6.1655 0.8269
H 1.7349 -7.8963 0.8780
H 0.2337 -6.2544 2.6088
H -0.6178 -7.1259 4.2014
H -1.2959 -6.7000 5.7602
H 1.2798 -8.1964 5.1347
H 0.0353 -8.5420 6.3377
H 2.2284 -6.5976 6.4493
H 1.7556 -7.6802 7.5990
H 1.1138 -5.5285 8.3788
H -0.3349 -6.3835 7.8609
H 1.2018 -4.1454 6.4763
H -0.5332 -4.2910 6.7636
F -1.1744 1.4063 -8.1546
C -0.6138 0.6402 -7.2678
C -0.1998 1.1783 -6.0440
F -0.3979 2.4590 -5.7745
C 0.4040 0.3690 -5.1159
F 0.7792 0.8932 -3.9608
C 0.6604 -0.9928 -5.3737
S 1.4947 -1.9814 -4.2798
C 0.2349 -1.5084 -6.6218
F 0.4579 -2.7670 -6.8975
C -0.4068 -0.7110 -7.5480
F -0.8057 -1.2139 -8.6957
C 4.4204 5.5557 -2.1482
C 3.5408 5.6687 -0.8915
C 4.4210 5.6211 0.3716
C 2.7678 6.9865 -0.9231
C 2.6135 4.4687 -0.8594
C 3.1453 3.1744 -0.8296
C 2.3039 2.0871 -0.8131
N 0.9766 2.2168 -0.8297
C 0.4250 3.4424 -0.8675
C 1.2233 4.5743 -0.8726
C -1.0434 3.4631 -0.9128
C -1.8228 4.6075 -0.9742
C -3.2142 4.5175 -1.0216
C -3.7663 3.2335 -1.0173
C -2.9403 2.1310 -0.9495
N -1.6182 2.2549 -0.8970
C -4.1197 5.7345 -1.0788
C -5.0506 5.7079 0.1463
C -3.3352 7.0478 -1.0696
C -4.9531 5.6601 -2.3687
H 5.0939 6.4088 -2.2099
H 3.8040 5.5443 -3.0481
H 5.0269 4.6510 -2.1375
H 5.0680 6.4965 0.3999
H 5.0543 4.7351 0.3905
H 3.8039 5.6245 1.2707
H 3.4622 7.8237 -0.9493
H 2.1493 7.1003 -0.0318
H 2.1412 7.0539 -1.8136
H 4.2112 3.0054 -0.8216
H 2.6944 1.0775 -0.7816
H 0.7515 5.5431 -0.9010
H -1.3468 5.5750 -0.9945
H -4.8345 3.0860 -1.0644
H -3.3409 1.1259 -0.9318
H -4.4765 5.7090 1.0733
H -5.7015 4.8343 0.1425
H -5.6804 6.5962 0.1368
H -2.7509 7.1523 -0.1545
H -4.0310 7.8834 -1.1105
H -2.6825 7.1247 -1.9404
H -5.5833 4.7719 -2.3957
H -4.3099 5.6523 -3.2494
H -5.6011 6.5330 -2.4313
*
```

**HOMO level**: -15.159 eV
**HOMO-LUMO gap**: 6.25 eV



# 2
DFT (the ωB97M-V functional and the def2-TZVPD basis) results for a structure of composition C17H14BrLiN2.

Geometry as ORCA input:
```
! wB97M-V def2-TZVPD RIJCOSX def2/J DEFGRID3
* xyz 0 1
Li -0.8900 -0.3265 -0.7747
C 4.3214 1.0760 -0.4847
C 3.6801 2.1640 -0.0045
C 2.3082 2.1452 0.2469
C 1.4687 1.0287 0.0951
C 2.1947 -0.0656 -0.4573
C 3.5804 -0.0429 -0.6998
N 0.1660 0.7799 0.3380
C -0.5646 1.5917 1.1804
C -1.8862 1.1350 1.5271
C -2.7335 1.8412 2.3906
C -2.3327 3.0134 3.0009
C -1.0093 3.3995 2.7733
C -0.1383 2.7171 1.9643
H 5.4018 1.1281 -0.6719
H 4.1851 3.1000 0.1820
H 1.8480 3.0689 0.5937
H 1.6389 -0.9844 -0.5981
H 4.0928 -0.9597 -0.9361
H -2.2700 0.2268 1.0830
H -3.7087 1.4483 2.6642
H -2.9909 3.5141 3.6857
H -0.6622 4.2121 3.3567
H 0.8127 3.1388 1.8015
Br -2.0263 -6.1223 -3.1803
C -1.7366 -4.4209 -2.4712
C -0.7439 -3.6740 -3.0583
C -0.5858 -2.3981 -2.5606
N -1.2675 -1.9857 -1.5140
C -2.1002 -2.8014 -0.8390
C -2.4117 -4.0933 -1.3165
H -0.0006 -4.1003 -3.7211
H 0.1254 -1.6781 -2.8809
H -2.6280 -2.3971 0.0553
H -3.1372 -4.6785 -0.7698
*
```

**HOMO level**: -6.240 eV
**HOMO-LUMO gap**: 5.67 eV



# 3
DFT (the ωB97M-V functional and the def2-TZVPD basis) results for a cluster of 2 separate species, C3H8O2 in total.

Geometry as ORCA input:
```
! wB97M-V def2-TZVPD RIJCOSX def2/J DEFGRID3
* xyz 0 1
C -1.6891 1.4990 0.6746
C -0.6744 1.6083 -0.4244
C 0.6559 1.4348 -0.2507
O 1.6567 1.5304 -1.1885
H -1.4714 1.9420 1.6020
H -2.6283 1.8793 0.3386
H -1.8033 0.4148 0.8350
H -1.1518 1.9690 -1.2703
H 1.0238 1.0390 0.6292
H 1.5858 2.3147 -1.7535
O 0.1262 -5.0074 0.9257
H 0.9514 -4.6482 0.4437
H -0.5250 -4.3473 1.2812
*
```

**HOMO level**: -8.838 eV
**SMILES**: C/C=C/O.O
**HOMO-LUMO gap**: 9.53 eV



# 4
DFT (the ωB97M-V functional and the def2-TZVPD basis) results for a cluster of 4 separate species, C2H11NO3 in total.

Geometry as ORCA input:
```
! wB97M-V def2-TZVPD RIJCOSX def2/J DEFGRID3
* xyz 0 1
C 1.0853 -1.7309 -0.2722
C 0.9430 -1.2043 0.9943
N -0.2006 -0.8125 1.7053
H 1.3416 -1.0794 -1.1028
H 1.7769 -2.5756 -0.2824
H 1.7928 -1.2726 1.6771
H -0.4754 0.1591 1.6668
H -0.0348 -1.0349 2.6702
O -3.1447 0.3506 -0.5299
H -3.8870 0.1793 0.0577
H -2.7524 -0.5234 -0.6481
O 1.3495 1.3254 -2.4178
H 2.1580 1.6996 -2.0612
H 1.2470 0.4375 -2.0673
O -0.5913 1.8701 0.4895
H -0.2112 1.4066 -0.2636
H -0.3969 2.8053 0.3846
*
```

**HOMO level**: -8.158 eV
**SMILES**: C=CN.O.O.O
**HOMO-LUMO gap**: 8.42 eV



# 5
DFT (the ωB97M-V functional and the def2-TZVPD basis) results for a cluster of 2 separate species, C5H12O2 in total.

Geometry as ORCA input:
```
! wB97M-V def2-TZVPD RIJCOSX def2/J DEFGRID3
* xyz 0 1
C -1.5063 0.3068 1.0424
C 0.8375 0.3110 1.0374
C -0.6930 0.8561 -1.6328
C 0.2610 -0.5841 -1.5622
C 2.0319 -0.5211 1.3384
O -0.3411 -0.2174 1.3130
O -2.5118 -0.5903 0.8125
H -2.9612 -0.8493 1.6283
H -1.7263 1.3606 1.1372
H 0.9139 1.3928 1.0095
H -1.7651 0.6753 -1.6736
H -0.4003 1.1635 -2.6368
H -0.3849 1.6944 -1.0130
H 2.3003 -0.5163 2.4006
H 1.3122 -0.4082 -1.7891
H 0.0696 -1.3235 -0.7881
H -0.1697 -1.0557 -2.4485
H 2.8901 -0.1385 0.7923
H 1.8432 -1.5560 1.0327
*
```

**HOMO level (alpha / beta)**: -6.868 / -6.905 eV
**HOMO-LUMO gap (alpha / beta)**: 7.77 / 7.78 eV



# 6
DFT (the ωB97M-V functional and the def2-TZVPD basis) results for a structure of composition C5H9Cl.

Geometry as ORCA input:
```
! wB97M-V def2-TZVPD RIJCOSX def2/J DEFGRID3
* xyz 0 1
C 1.2882 0.1790 -0.1649
C 0.4302 -1.0462 0.3220
C -1.0758 -0.8059 -0.0848
C -1.1717 0.7051 -0.2706
C 0.2901 1.2387 0.3427
H 1.1309 0.0470 -1.3336
H 0.5577 -1.3649 1.3624
H 1.1193 -1.9012 -0.2389
H -1.6630 -1.6465 -0.9769
H -1.7054 -0.8062 0.7843
H -2.1596 1.0663 0.2126
H -1.2075 0.9021 -1.4008
H 0.6782 2.3990 0.2145
H 0.5974 1.0370 1.3275
Cl 2.8909 -0.0035 -0.0955
*
```

**HOMO level**: -10.001 eV
**HOMO-LUMO gap**: 11.00 eV



# 7
DFT (the ωB97M-V functional and the def2-TZVPD basis) results for a cluster of 2 separate species, C2H7NO in total.

Geometry as ORCA input:
```
! wB97M-V def2-TZVPD RIJCOSX def2/J DEFGRID3
* xyz 0 1
C -1.7905 -1.1125 1.2546
C -1.5009 -0.2892 0.2549
N -1.1332 1.0380 0.3081
H -1.8134 -0.8649 2.3120
H -1.9453 -2.1775 1.1411
H -1.6017 -0.6088 -0.7781
H -1.3464 1.5826 1.1278
H -1.1309 1.5530 -0.5558
O 3.7267 0.3326 -1.8654
H 4.0392 -0.3524 -1.2486
H 4.4964 0.8991 -1.9507
*
```

**HOMO level**: -8.093 eV
**SMILES**: C=CN.O
**HOMO-LUMO gap**: 9.09 eV



# 8
DFT (the ωB97M-V functional and the def2-TZVPD basis) results for a cluster of 8 separate species, H16O8 in total.

Geometry as ORCA input:
```
! wB97M-V def2-TZVPD RIJCOSX def2/J DEFGRID3
* xyz 0 1
O -0.0474 2.9799 -2.6061
H 0.6748 3.5753 -2.7857
H -0.1849 2.6161 -1.6000
O -2.9269 -0.7825 -0.3734
H -3.3435 -0.7864 0.5514
H -2.9433 -0.0011 -0.8591
O -1.3807 -3.3904 0.6836
H -1.2306 -3.8522 -0.0175
H -1.4990 -2.4673 0.3778
O -0.0416 0.0006 0.4083
H -0.1367 0.6801 -0.2594
H 0.6687 -0.5518 0.1078
O 0.0341 2.9296 0.2407
H 0.4791 2.3792 0.9827
H -0.1666 3.8138 0.7728
O 2.1739 -1.5334 1.0862
H 3.1017 -1.7348 0.7654
H 2.3978 -0.5697 1.3186
O 1.6909 -0.3708 -1.8428
H 0.9841 -0.9497 -2.1842
H 1.9719 0.1372 -2.5240
O -0.3542 -0.6747 2.8685
H -0.2907 -0.1712 2.0207
H 0.3691 -1.2758 2.8680
*
```

**HOMO level**: -10.188 eV
**SMILES**: O.O.O.O.O.O.O.O
**HOMO-LUMO gap**: 10.18 eV



# 9
DFT (the ωB97M-V functional and the def2-TZVPD basis) results for a structure of composition C44H28AlN4S.

Geometry as ORCA input:
```
! wB97M-V def2-TZVPD RIJCOSX def2/J DEFGRID3
* xyz -1 1
Al 0.0441 0.1157 0.0982
C -7.2607 1.6480 1.9728
C -7.1002 0.9693 0.7724
C -5.8306 0.6018 0.3442
C -4.7071 0.9060 1.1070
C -4.8772 1.5916 2.3085
C -6.1446 1.9596 2.7390
C -3.3381 0.5104 0.6583
C -2.7723 1.1865 -0.4087
C -3.4290 2.2524 -1.1244
C -2.6089 2.5990 -2.1354
C -1.4401 1.7598 -2.0253
C -0.3680 1.8124 -2.9016
C -0.4416 2.7688 -4.0464
C 0.3607 3.9078 -4.0587
C 0.2955 4.8082 -5.1134
C -0.5754 4.5821 -6.1716
C -1.3799 3.4505 -6.1680
C -1.3118 2.5513 -5.1117
C 0.7843 1.0572 -2.7459
N 1.0635 0.2211 -1.6997
C 2.3372 -0.2245 -1.9254
C 3.0697 -1.0535 -1.0906
C 4.5085 -1.2869 -1.4142
C 5.4280 -0.2570 -1.2359
C 6.7729 -0.4520 -1.5218
C 7.2151 -1.6820 -1.9902
C 6.3049 -2.7155 -2.1731
C 4.9606 -2.5170 -1.8864
C 2.5452 -1.6444 0.0471
C 3.2921 -2.5163 0.9199
C 2.4332 -2.9411 1.8681
C 1.1624 -2.3265 1.5770
N 1.2558 -1.5162 0.4820
C 0.0131 -2.5408 2.3221
C -1.1890 -1.8928 2.0828
C -2.3827 -2.1289 2.8542
C -3.3104 -1.2605 2.4053
C -2.6915 -0.5057 1.3448
N -1.4008 -0.9163 1.1484
C 0.0907 -3.4808 3.4796
C 0.0943 -2.9845 4.7806
C 0.1750 -3.8473 5.8656
C 0.2535 -5.2188 5.6615
C 0.2515 -5.7226 4.3674
C 0.1705 -4.8570 3.2842
C 2.8546 0.3137 -3.1581
C 1.8919 1.1051 -3.6685
N -1.5466 0.9246 -0.9519
H -8.2495 1.9346 2.3092
H -7.9646 0.7226 0.1681
H -5.6997 0.0704 -0.5912
H -4.0008 1.8372 2.8964
H -6.2601 2.4946 3.6735
H -4.3911 2.6684 -0.8732
H -2.7589 3.3586 -2.8854
H 1.0301 4.0817 -3.2246
H 0.9217 5.6918 -5.1043
H -0.6284 5.2855 -6.9934
H -2.0621 3.2661 -6.9889
H -1.9371 1.6663 -5.1045
H 5.0756 0.6972 -0.8620
H 7.4756 0.3585 -1.3731
H 8.2644 -1.8351 -2.2104
H 6.6412 -3.6770 -2.5415
H 4.2450 -3.3183 -2.0280
H 4.3379 -2.7536 0.8132
H 2.6272 -3.5989 2.6997
H -2.4802 -2.8665 3.6342
H -4.3263 -1.1357 2.7429
H 0.0414 -1.9124 4.9295
H 0.1798 -3.4456 6.8713
H 0.3182 -5.8919 6.5074
H 0.3108 -6.7910 4.1994
H 0.1689 -5.2428 2.2716
H 3.8272 0.0972 -3.5697
H 1.9116 1.6721 -4.5852
S 0.7595 1.6950 1.3306
*
```

**HOMO level**: -3.018 eV
**HOMO-LUMO gap**: 4.60 eV



# 10
DFT (the ωB97M-V functional and the def2-TZVPD basis) results for an isolated molecule of C24H29N3O5S.

Geometry as ORCA input:
```
! wB97M-V def2-TZVPD RIJCOSX def2/J DEFGRID3
* xyz 0 1
O 0.2676 -0.6549 3.2362
C 0.5670 -0.4151 2.0797
C -0.3537 0.3798 1.1985
C -1.0271 -0.2340 0.1464
C -1.9375 0.4887 -0.6058
C -2.1657 1.8164 -0.3006
S -3.3357 2.7759 -1.2590
O -3.8698 1.9326 -2.2954
O -2.7141 4.0068 -1.6523
N -4.4497 3.1365 -0.0620
C -5.1582 4.3905 -0.2198
C -6.3125 4.2695 -1.2131
C -7.2545 3.1509 -0.7731
C -6.4743 1.8433 -0.6588
C -5.2990 2.0219 0.3027
C -1.5117 2.4366 0.7463
C -0.6077 1.7132 1.5040
N 1.6971 -0.8741 1.5025
C 2.2269 -0.4440 0.2296
C 3.4970 0.3978 0.4694
N 4.4926 -0.2562 1.2847
C 5.4814 -1.0771 0.6117
C 4.9999 -2.3681 -0.0157
C 4.9975 -3.5469 0.7158
C 4.5297 -4.7489 0.1882
C 4.0670 -4.7244 -1.1041
C 4.0765 -3.5476 -1.8551
C 4.5392 -2.3638 -1.3375
O 3.5748 -3.8014 -3.1036
C 3.2597 -5.1775 -3.1216
O 3.5602 -5.7440 -1.8643
C 3.9171 -0.7695 2.5085
C 2.6570 -1.6215 2.2903
H -0.8408 -1.2746 -0.0747
H -2.4744 0.0457 -1.4302
H -4.4236 5.1197 -0.5625
H -5.5301 4.6883 0.7667
H -5.9000 4.0344 -2.1964
H -6.8446 5.2201 -1.2763
H -8.0682 3.0390 -1.4918
H -7.6918 3.4038 0.1969
H -6.0800 1.5670 -1.6375
H -7.1190 1.0393 -0.2998
H -4.6697 1.1294 0.3149
H -5.6636 2.2049 1.3197
H -1.7209 3.4745 0.9488
H -0.0958 2.1727 2.3359
H 2.4703 -1.3318 -0.3637
H 1.4887 0.1532 -0.3054
H 3.1987 1.3150 0.9927
H 3.9402 0.6779 -0.4868
H 5.9342 -0.4505 -0.1622
H 6.2526 -1.3057 1.3528
H 5.3744 -3.5404 1.7276
H 4.5331 -5.6592 0.7633
H 4.5525 -1.4678 -1.9365
H 2.1875 -5.3070 -3.3382
H 3.8505 -5.6808 -3.9037
H 3.6408 0.0944 3.1250
H 4.6698 -1.3472 3.0451
H 2.9027 -2.5448 1.7571
H 2.1894 -1.8607 3.2464
*
```

**HOMO level**: -8.100 eV
**SMILES**: O=C(c1ccc(S(=O)(=O)N2CCCCC2)cc1)N1CCN(Cc2ccc3c(c2)OCO3)CC1
**HOMO-LUMO gap**: 8.60 eV



# 11
DFT (the ωB97M-V functional and the def2-TZVPD basis) results for a cluster of 2 separate species, C3H9O in total.

Geometry as ORCA input:
```
! wB97M-V def2-TZVPD RIJCOSX def2/J DEFGRID3
* xyz 0 2
C -2.5446 2.4511 -0.5637
H -2.5511 3.3460 -1.1759
H -1.6518 1.8923 -0.8733
H -3.4121 1.8251 -0.7264
H -2.3383 2.5843 0.4966
C 0.8906 -1.1105 0.2915
O 0.4794 -0.7910 -0.9499
C 2.2143 -1.8901 0.4452
H 0.1522 -1.7406 0.8055
H 0.9908 -0.2073 0.9066
H 2.7789 -1.7180 1.3601
H 2.9161 -1.6703 -0.3683
H 2.0756 -2.9711 0.3521
*
```

**⟨S²⟩**: 0.75
**HOMO level (alpha / beta)**: -10.759 / -10.175 eV
**HOMO-LUMO gap (alpha / beta)**: 11.78 / 8.68 eV



# 12
DFT (the ωB97M-V functional and the def2-TZVPD basis) results for a cluster of 5 separate species, C24H47N5O8 in total.

Geometry as ORCA input:
```
! wB97M-V def2-TZVPD RIJCOSX def2/J DEFGRID3
* xyz 0 1
C -0.6115 1.8266 2.1583
C -0.0366 1.7321 0.7703
C 1.1008 0.7439 0.6050
C -0.5190 2.4676 -0.2287
C 0.0117 2.5154 -1.6359
C 0.7831 3.8163 -1.9552
C 2.3168 3.6821 -1.8824
C 3.0485 4.5795 -2.8998
C 2.7963 3.8557 -0.4260
C 2.9789 5.3014 -0.0108
O 3.0360 5.3830 1.4416
C 1.8581 5.5052 2.0367
O 1.4134 4.7956 2.8684
O 1.2036 6.6652 1.6165
N -0.1117 6.3050 1.1530
C -0.9531 6.5048 2.0493
O -1.7563 6.7513 2.8386
H 0.1913 2.0115 2.8792
H -1.3324 2.6406 2.2485
H -1.0852 0.8849 2.4535
H 1.3337 0.2382 1.5372
H 1.9912 1.2424 0.2106
H 0.8170 -0.0099 -0.1358
H -1.3770 3.1062 -0.0205
H 0.6450 1.6405 -1.8115
H -0.8168 2.4414 -2.3473
H 0.5164 4.1142 -2.9723
H 0.4432 4.5993 -1.2677
H 2.5566 2.6487 -2.1562
H 3.3236 5.5576 -2.5042
H 3.9359 4.0776 -3.2891
H 2.3951 4.7642 -3.7560
H 2.0243 3.4330 0.2267
H 3.7062 3.2863 -0.2143
H 2.1815 5.9420 -0.3945
H 3.9232 5.7180 -0.3588
C 0.6951 -4.7748 -0.3638
N 1.2596 -3.5800 0.2348
C 1.1603 -3.1567 1.5228
C 0.3707 -4.0172 2.4805
O 1.6992 -2.1181 1.8752
H 1.4907 -5.4140 -0.7551
H 0.0169 -4.5126 -1.1742
H 0.1380 -5.3343 0.3802
H 1.7973 -2.9623 -0.3524
H 0.3809 -3.5464 3.4586
H -0.6625 -4.1222 2.1458
H 0.8180 -5.0094 2.5618
C 3.6989 -2.3200 7.2479
N 2.4675 -2.4016 6.4909
C 1.5637 -3.4142 6.4566
C 1.8488 -4.6346 7.3028
O 0.5664 -3.3294 5.7597
H 3.6803 -1.4637 7.9243
H 4.5549 -2.2106 6.5800
H 3.8381 -3.2195 7.8388
H 2.2229 -1.6262 5.8935
H 1.0366 -5.3400 7.1579
H 2.7870 -5.1050 7.0061
H 1.9083 -4.3729 8.3598
C -3.3695 -7.0812 -3.8030
N -2.7718 -5.8614 -3.2988
C -2.8373 -5.3476 -2.0415
C -3.6263 -6.1245 -1.0125
O -2.2751 -4.3013 -1.7644
H -2.6025 -7.7616 -4.1764
H -4.0617 -6.8640 -4.6181
H -3.9181 -7.5845 -3.0139
H -2.2323 -5.2971 -3.9364
H -3.5774 -5.5823 -0.0733
H -4.6703 -6.2228 -1.3117
H -3.2087 -7.1220 -0.8706
C -4.3756 1.4239 -5.0851
N -2.9947 1.8499 -4.9899
C -2.4784 3.0920 -5.1915
C -3.4435 4.1941 -5.5652
O -1.2834 3.2961 -5.0661
H -4.7234 1.0266 -4.1301
H -4.4888 0.6458 -5.8422
H -5.0091 2.2612 -5.3585
H -2.3013 1.1627 -4.7379
H -2.8746 5.1107 -5.6849
H -3.9540 3.9669 -6.5018
H -4.1919 4.3389 -4.7853
*
```

**HOMO level**: -8.064 eV
**SMILES**: CC(C)=CCC[C@@H](C)CCOC(=O)ON=C=O.CNC(C)=O.CNC(C)=O.CNC(C)=O.CNC(C)=O
**HOMO-LUMO gap**: 8.50 eV



| no. | total energy (hartree) | M (Da) |
| --- | --- | --- |
| 1 | -3202.804113 | 993.95 |
| 2 | -3347.258337 | 333.16 |
| 3 | -269.523522 | 76.09 |
| 4 | -363.148832 | 97.11 |
| 5 | -348.006645 | 104.15 |
| 6 | -655.963710 | 104.58 |
| 7 | -210.362826 | 61.08 |
| 8 | -611.439774 | 144.12 |
| 9 | -2553.420902 | 671.78 |
| 10 | -1870.582019 | 471.58 |
| 11 | -194.838608 | 61.10 |
| 12 | -1818.339834 | 533.67 |